{
  "formula": "C42H47N4O8PY",
  "method": "ωB97M-V/def2-TZVPD",
  "symbols": ["H", "H", "H", "H", "C", "C", "O", "H", "H", "C", "C", "H", "H", "H", "O", "C", "P", "H", "C", "C", "H", "H", "H", "C", "H", "C", "H", "H", "N", "H", "C", "C", "H", "C", "H", "C", "H", "Y", "H", "O", "C", "C", "O", "H", "C", "H", "H", "C", "O", "H", "H", "C", "H", "C", "O", "C", "N", "H", "C", "H", "C", "H", "H", "C", "C", "H", "C", "C", "H", "C", "H", "H", "H", "H", "C", "C", "C", "C", "H", "C", "C", "C", "C", "C", "C", "H", "H", "C", "H", "C", "O", "N", "C", "O", "H", "C", "C", "H", "H", "H", "H", "H", "N"],
  "positions_angstrom": [[1.04711, 3.78882, 2.26585], [0.70882, -1.21374, -3.04846], [-2.26725, -3.26170, 3.55131], [-4.14368, 3.28930, 0.27293], [-1.02536, 3.66866, 1.59188], [-4.01790, 2.44260, -2.34189], [2.20440, 2.17859, 0.83948], [-3.58816, 0.47500, 0.35544], [-0.86370, 1.22645, -3.15840], [3.20247, -0.36951, -2.23867], [-2.70517, 4.84507, 2.86648], [0.90802, -1.84200, 6.18530], [2.63751, -3.85450, 1.58088], [2.95980, -0.25134, 2.16332], [-0.02730, -4.10696, 6.60081], [-5.37585, 2.18076, -2.59608], [-1.70511, 2.07759, -0.65578], [-0.67981, 4.84233, 3.44332], [-0.67086, -2.71415, 4.91439], [3.44953, -1.93363, 0.87445], [5.21851, -3.24480, 0.98471], [1.97761, 1.39333, -2.49482], [3.26036, 1.25109, -3.74584], [-0.93766, 2.98736, -1.98624], [-5.99645, 0.03915, 0.02286], [4.03900, -1.37468, -3.06128], [0.17268, 2.38735, -5.14922], [5.01642, -0.00550, -0.95424], [0.81708, 2.39021, 0.73324], [4.13000, 0.13175, 0.91006], [-5.47836, 0.73073, -0.65716], [-0.01103, -0.76794, 3.08445], [-1.52801, -4.54723, -3.03877], [4.72720, -2.58748, 0.20619], [-1.60355, -3.88506, 0.43996], [4.15658, 0.50319, -1.45014], [-1.94465, -1.40485, -2.66188], [0.38133, 0.05452, 0.05282], [-5.82865, 2.61366, -3.45497], [2.55548, -0.19850, 5.43933], [3.82958, -0.63402, 1.61732], [0.33370, -1.79647, 5.28938], [-1.64114, -0.76439, 0.77061], [4.47623, -2.03184, -2.36633], [-6.09627, 1.34289, -1.75391], [3.41705, -1.91094, -3.75565], [0.22327, -4.41057, -2.81986], [-1.43043, -4.21163, -0.62201], [0.45329, 0.11794, 2.22915], [4.63984, 1.26708, -2.03741], [-2.75072, -1.60802, -1.06242], [0.19474, -2.27523, -1.15537], [3.66700, 1.09891, -0.71118], [2.21420, -1.19718, -1.45113], [-1.93887, -4.52763, 5.65370], [0.61344, -0.82179, 4.35513], [-1.96792, -1.57300, 1.64071], [-7.14038, 1.10446, -1.90190], [-3.35345, 3.62418, 0.89093], [4.60775, -0.85065, 2.33696], [-2.27707, -2.12153, -1.88569], [-2.96704, 5.55898, 3.64628], [0.55471, -2.99746, 0.89259], [2.98148, -2.92132, 1.98041], [-0.07051, 2.87882, -4.17455], [4.47143, -3.24660, -0.58521], [2.27442, -1.82042, -0.13323], [0.97297, -2.46606, 0.02161], [0.52829, 4.77611, -4.96319], [-1.06108, -3.06508, -1.58643], [-3.00712, -2.75288, -2.39675], [2.40029, 2.17080, 1.77367], [-0.58245, -3.27222, -3.78034], [-0.64855, -4.97958, -0.69934], [-1.09866, -1.63283, 2.82235], [-1.38205, 4.46265, 2.71287], [0.36030, 3.26230, 1.52078], [-0.72291, -3.83821, -2.87385], [-4.75928, 4.65903, 2.15761], [-0.65650, 2.24960, -3.10975], [0.94002, -1.46410, -2.03351], [0.17678, 4.23957, -4.10824], [-3.39060, 1.75900, -1.29934], [-1.39227, -2.61828, 3.73608], [-4.13317, 0.90881, -0.48393], [-0.74652, 4.88513, -0.90045], [-3.42434, 3.08040, -2.96547], [2.51720, 0.66627, -3.13534], [0.18851, 6.09475, -2.94768], [-0.08845, 4.99546, -2.93497], [1.30477, 1.35154, 4.42775], [1.63098, 0.20486, 4.72587], [-3.68757, 4.36350, 2.01379], [-2.98681, -2.20872, 1.60946], [3.79970, -3.15886, 2.64665], [-0.60727, 4.33259, -1.83699], [-2.00692, 3.25454, 0.67992], [1.81289, 0.24766, -3.84755], [5.46126, -1.87128, -0.21954], [-2.31465, -4.70533, -0.97025], [4.84355, -0.82329, -3.67819], [2.18876, -2.44997, 2.52661], [-0.91882, -3.86447, 5.82310]],
  "atomic_forces_ev_per_a": [[-0.7, -0.8, -1.1], [-0.3, 0.0, -0.2], [0.7, 0.1, 0.2], [-0.4, -0.2, -0.6], [-0.5, 0.2, 1.0], [-0.2, -1.0, 0.3], [-0.4, -0.4, -0.8], [-0.4, -0.2, -0.1], [-0.5, -1.5, 0.0], [1.1, 0.2, -0.8], [-0.1, 0.2, 0.3], [0.1, -0.3, 0.6], [-0.3, -0.5, -0.3], [0.1, -0.1, 0.0], [-0.2, 0.0, 0.4], [0.8, -0.2, 0.6], [-0.4, -0.8, -0.6], [0.4, -0.2, -0.2], [0.0, 0.0, 0.3], [0.1, -0.9, 0.0], [-0.2, 1.0, -0.8], [0.1, -0.1, -0.4], [-0.6, -0.6, 0.7], [0.1, 0.4, 1.3], [0.0, 0.5, -0.5], [0.5, 2.3, -1.4], [-0.3, 0.1, 1.2], [-0.8, 0.0, -0.3], [0.5, 0.2, -0.4], [0.3, 0.0, 0.3], [-0.3, -0.6, -0.2], [0.8, 2.2, -1.4], [-0.1, -0.2, -0.3], [0.3, 0.4, 1.4], [0.3, -0.5, -1.0], [1.6, -0.3, 1.1], [-0.2, 0.0, 0.4], [0.4, 0.2, -0.3], [-0.4, 0.3, -0.5], [-1.0, 1.3, -1.4], [-0.7, -0.2, -0.6], [-0.7, -0.1, -1.8], [-0.2, 0.1, -0.6], [0.8, -1.0, 0.5], [0.0, -0.3, 0.5], [-0.3, -0.4, -0.3], [-0.4, 0.2, 0.5], [0.7, 0.8, 1.0], [-0.6, -1.3, 0.4], [0.1, 0.0, -0.8], [0.1, -0.1, 0.2], [-0.3, -0.8, 0.0], [-0.6, 0.2, 0.7], [-0.5, 0.6, 1.1], [0.9, 0.8, 0.2], [0.1, -0.6, 0.4], [0.5, 0.2, 1.7], [-0.1, 0.3, -0.3], [1.3, 0.1, 1.3], [0.3, 0.1, 0.1], [0.9, -0.9, -1.3], [0.0, -0.4, 0.0], [0.7, 0.1, -0.5], [0.6, 0.5, -0.6], [0.5, 0.5, -2.0], [-0.5, -0.7, -0.7], [-0.7, 0.4, -0.7], [0.1, 0.3, -0.1], [0.3, 0.1, -0.4], [-0.1, 0.4, 0.2], [-0.3, 0.1, 0.1], [0.4, -0.1, 0.9], [-0.3, 0.7, -0.2], [0.0, 0.3, 0.5], [0.1, -0.5, 0.2], [-0.5, 0.0, -1.0], [0.8, 1.2, 1.4], [0.6, -0.4, -0.2], [1.2, -0.3, 0.0], [0.5, 1.0, -0.3], [0.5, -0.3, 0.9], [-0.5, 0.9, 1.1], [0.0, 0.3, 0.2], [-0.9, -0.7, 1.0], [0.9, 0.1, 0.5], [-0.2, -0.4, -0.4], [0.0, 0.4, -0.3], [0.0, 0.6, -0.5], [-0.5, -1.5, 0.3], [0.9, 0.4, -1.2], [1.4, -0.7, 0.4], [-0.9, -0.7, 0.9], [-1.0, 0.9, -0.2], [0.3, 0.2, -0.2], [0.2, 0.2, 0.3], [0.1, 0.7, -0.3], [-1.2, 0.1, 0.2], [-0.1, -0.1, -0.1], [-0.5, -0.3, 0.5], [-0.8, -0.1, -0.1], [-1.1, -0.9, 1.0], [-0.6, 0.1, 0.6], [-0.6, -0.5, -0.9]],
  "multiplicity": 1,
  "homo_energy_ev": -10.86,
  "total_charge": 1,
  "homo_lumo_gap_ev": 6.70,
  "relative_energy_kj_mol": 0.0,
  "energy_ev": -76976.28880
}



{
  "formula": "C41H34FN9O5SeTl",
  "method": "ωB97M-V/def2-TZVPD",
  "symbols": ["H", "H", "H", "C", "C", "Se", "N", "C", "N", "C", "H", "H", "H", "C", "C", "H", "N", "C", "H", "N", "H", "C", "H", "Tl", "C", "C", "C", "C", "C", "H", "H", "H", "H", "H", "H", "H", "H", "H", "C", "F", "N", "C", "C", "H", "H", "H", "H", "N", "C", "C", "O", "O", "C", "C", "C", "C", "C", "H", "C", "O", "H", "H", "C", "C", "C", "C", "H", "N", "C", "C", "H", "H", "H", "H", "C", "C", "C", "C", "C", "H", "C", "C", "N", "C", "N", "C", "O", "H", "O", "C", "H", "C"],
  "positions_angstrom": [[-0.43697, -0.25543, 1.36279], [-5.47069, -5.54296, -3.99461], [1.50983, -4.06401, -4.42361], [-1.68156, 4.47318, 5.49801], [-3.48357, -3.91953, -4.97101], [3.85351, -1.98366, 7.55142], [-0.69332, 4.17290, 1.90918], [1.88582, -0.39874, -3.79869], [1.02818, -1.35778, -4.23644], [-0.31491, -1.31784, 3.24372], [5.37634, 2.04476, 1.13249], [2.03094, -1.49659, -6.03029], [-1.32334, -1.70483, 3.19734], [1.71895, 0.40483, -2.71908], [-0.10619, 5.97504, -2.68067], [2.79483, -0.27285, -4.37475], [3.92353, 0.98612, 2.10558], [2.21502, -0.28048, 3.23435], [-2.12667, 7.14608, -0.24460], [-3.54563, -6.27535, -4.29400], [-1.78197, -0.42951, -0.81815], [5.14933, 1.47184, 2.02485], [2.39903, -3.97399, -5.95179], [1.78270, 2.54839, 0.51534], [-2.44208, -2.02106, -2.06869], [-1.01562, -2.62455, -3.87921], [0.18080, -0.51589, 2.21625], [-1.05345, 6.78150, -2.07943], [-1.56266, -1.05278, -1.67474], [-2.86542, -3.26915, -5.58502], [-1.82972, 5.91111, 1.77512], [-4.51424, -3.55129, -5.05538], [-4.88022, -3.79894, -2.50075], [-2.65800, -6.28820, -3.78683], [1.23628, 4.30408, -2.35288], [-4.85632, -6.50643, -2.64345], [-2.01974, 5.19104, 6.23178], [0.50454, -2.33666, -6.00127], [-1.79022, 2.83093, 7.33736], [-3.59932, -2.16453, -1.37514], [0.14848, 4.70999, -0.67219], [2.12942, -3.42231, -5.05166], [-0.80045, 2.59659, 3.67072], [-3.57803, -4.72379, -1.75308], [3.04339, -3.20046, -4.50211], [-0.44517, 1.88419, 2.94366], [7.10805, 1.69770, 2.88684], [1.40093, -0.00826, 2.20914], [-2.18424, -2.84650, -3.17156], [0.50942, -1.58729, 4.31490], [-2.37272, 3.58179, 8.06615], [2.54235, 2.44036, -1.78685], [-3.37529, -5.35976, -5.48410], [4.49080, 0.03117, 4.22553], [3.59067, 0.27146, 3.18381], [-1.49283, 3.15282, 5.90446], [1.40244, -2.13740, -5.41399], [-0.86000, 1.16716, 7.13119], [6.11944, 1.27888, 3.00851], [3.89600, 1.21292, -3.08275], [-0.90521, 1.17223, 5.23551], [-1.55291, 5.89438, 3.91822], [5.78133, 0.55099, 4.12692], [4.05826, -0.75235, 5.37940], [-0.77438, 5.48512, -0.09348], [-1.14073, 5.19546, 1.31289], [6.48745, 0.36953, 4.92565], [2.41542, -1.97938, 6.49383], [-1.39449, 6.53583, -0.75639], [-0.38657, -0.82550, -2.38473], [-3.75592, -7.22671, -4.59301], [0.19392, 6.13083, -3.70706], [-1.51847, 7.59233, -2.62399], [-4.14598, -5.61527, -6.20916], [-1.05034, 2.21639, 4.97682], [-1.43085, 4.85596, 4.19428], [2.83582, 1.43978, -2.50515], [2.72535, -1.29453, 5.42559], [1.80051, -1.06084, 4.31982], [0.18493, -2.19656, 5.14807], [0.47373, 4.95218, -1.93412], [-4.60028, -5.73916, -3.37031], [4.81662, -1.00587, 6.41194], [-0.99924, 3.91154, 3.26268], [-3.03021, -3.91123, -3.59032], [-0.12390, -1.60292, -3.52182], [-1.38051, 1.62789, 7.79642], [-2.39438, -5.57649, -5.90327], [0.27023, 0.81469, -0.85307], [0.54630, 0.22226, -1.89959], [-0.77264, -3.28674, -4.69871], [-4.04334, -4.47182, -2.70556]],
  "atomic_forces_ev_per_a": [[0.0, 0.0, 0.0], [0.0, 0.0, 0.1], [0.0, 0.0, 0.0], [0.0, -0.1, 0.0], [0.0, 0.1, -0.1], [0.0, 0.1, -0.2], [0.1, 0.1, 0.0], [0.0, 0.0, 0.0], [0.0, 0.0, 0.0], [0.0, 0.0, 0.0], [0.0, 0.0, 0.0], [0.0, 0.0, 0.0], [0.0, 0.0, 0.0], [0.0, 0.0, 0.0], [0.0, 0.0, 0.0], [0.0, 0.0, 0.0], [0.0, 0.0, 0.0], [0.0, 0.0, 0.0], [0.0, 0.0, 0.0], [0.0, 0.0, 0.0], [0.0, 0.0, 0.0], [0.0, 0.0, 0.0], [0.0, 0.0, 0.0], [0.0, 0.2, 0.2], [-0.1, 0.0, -0.1], [0.1, 0.0, 0.0], [0.0, 0.0, 0.0], [0.0, 0.0, 0.0], [0.0, 0.0, 0.0], [0.0, 0.0, 0.0], [0.0, 0.0, 0.0], [0.0, 0.0, 0.0], [0.0, 0.0, 0.0], [0.0, 0.0, 0.0], [0.0, 0.0, 0.0], [0.0, 0.0, 0.0], [0.0, 0.0, 0.0], [0.0, 0.0, 0.0], [-0.1, 0.0, 0.0], [0.0, -0.1, -0.1], [-0.1, 0.0, 0.0], [0.0, 0.0, 0.0], [-0.1, 0.0, 0.1], [0.0, 0.0, 0.0], [0.0, 0.0, 0.0], [0.0, 0.0, -0.1], [0.0, 0.0, 0.0], [0.0, -0.1, -0.1], [0.0, 0.0, 0.1], [0.0, 0.0, 0.0], [0.0, 0.0, 0.0], [-0.1, 0.0, 0.0], [0.0, 0.0, 0.0], [0.0, 0.0, 0.1], [-0.1, 0.0, 0.0], [0.0, 0.1, 0.0], [-0.1, 0.0, 0.0], [0.1, 0.0, 0.0], [0.0, 0.0, 0.0], [0.0, 0.0, -0.1], [0.0, 0.0, 0.0], [0.0, 0.0, 0.0], [0.0, 0.0, -0.1], [0.1, 0.0, 0.1], [0.0, 0.0, 0.0], [0.0, -0.1, -0.1], [0.0, 0.0, 0.0], [0.0, 0.0, 0.0], [0.1, 0.0, 0.0], [0.0, -0.1, 0.0], [0.0, 0.0, 0.0], [0.0, 0.0, 0.0], [0.0, 0.0, 0.0], [0.0, 0.0, 0.0], [0.0, 0.0, 0.0], [0.0, 0.0, 0.0], [0.0, 0.0, 0.1], [-0.1, -0.1, 0.1], [0.0, 0.0, 0.1], [0.0, 0.0, 0.0], [0.0, 0.0, 0.0], [0.0, -0.1, 0.0], [0.0, 0.0, 0.0], [0.0, -0.1, -0.1], [0.0, 0.0, -0.1], [0.0, 0.0, 0.0], [0.0, 0.0, 0.1], [0.0, 0.0, 0.0], [0.0, 0.0, 0.0], [0.0, 0.0, 0.0], [0.0, 0.0, 0.0], [0.1, 0.0, 0.1]],
  "multiplicity": 1,
  "homo_energy_ev": -9.55,
  "total_charge": 1,
  "homo_lumo_gap_ev": 6.29,
  "relative_energy_kj_mol": 61.4,
  "energy_ev": -139469.99624
}